a.
{"formula": "C3H2FNOS", "method": "ωB97M-V/def2-TZVPD", "gap_ev": [7.4, 7.0], "homo_energy_ev": [-8.74, -8.43], "species": ["C", "C", "C", "N", "O", "F", "S", "H", "H"], "coordinates": [[0.0719, -0.8574, -0.0243], [-1.0761, -0.0688, -0.0391], [2.4305, -0.1072, 0.4041], [1.2920, -0.3575, 0.0275], [-2.7461, 1.9194, -0.0797], [3.4628, 0.2082, -0.3037], [-1.2991, 1.6423, -0.0268], [-0.1681, -1.8668, 0.0370], [-1.9679, -0.5123, 0.0049]], "lowdin_charge": [-0.184, -0.335, -0.131, 0.094, -0.572, 0.095, 0.916, 0.101, 0.016]}

b.
{"formula": "C3H2FNOS", "method": "ωB97M-V/def2-TZVPD", "gap_ev": 9.1, "smiles": "Fc1ncoc1S", "homo_energy_ev": -8.59, "species": ["C", "C", "C", "H", "H", "N", "O", "F", "S"], "coordinates": [[-0.0273, 0.4802, -0.5015], [-0.1929, 0.1138, 1.7089], [-0.4205, -0.7180, -0.2022], [0.6198, 0.1909, -2.7109], [0.1351, 0.2895, 2.7571], [-0.4440, -1.0397, 1.0763], [0.0937, 1.1208, 0.7822], [-0.3426, -1.6993, -1.1091], [0.5785, 1.2618, -1.8009]], "lowdin_charge": [-0.680, -0.098, -0.452, -0.046, 0.146, 0.168, -0.024, 0.080, 0.906]}

What should be chosen as the most stable of them? Choose b.

a.
{"formula": "C6H11NO3S", "method": "ωB97M-V/def2-TZVPD", "gap_ev": 9.3, "homo_energy_ev": -8.89, "species": ["C", "C", "C", "C", "C", "C", "H", "H", "H", "H", "H", "H", "H", "H", "H", "H", "H", "N", "O", "O", "O", "S"], "coordinates": [[2.6132, -1.1432, 1.4287], [1.7952, -1.9042, 0.4845], [1.0134, -1.6844, -0.5861], [-0.1375, 0.6491, -0.3220], [-1.6613, 0.3882, -0.5942], [-2.2539, 1.2714, 0.5590], [2.3668, -1.2293, 2.4492], [2.8201, -0.1074, 1.3045], [3.6258, -1.5756, 1.0637], [1.4284, -2.8377, 0.8582], [0.2462, -2.3504, -0.8978], [-0.0091, 0.1167, 0.7540], [0.2206, 1.7981, -0.1902], [-1.9701, -0.7010, -0.0884], [-1.8109, 0.0827, -2.6423], [-2.1729, 1.6277, -1.9784], [-2.6985, 3.1423, 0.8870], [-2.2592, 0.6176, -1.8221], [2.3932, 0.5207, -1.1207], [-2.0717, 2.6460, 0.2342], [-2.5153, 0.8320, 1.6836], [1.0374, -0.1593, -1.4646]], "lowdin_charge": [-0.091, -0.206, -0.316, -0.314, -0.431, -0.425, 0.066, 0.054, 0.132, 0.097, 0.067, 0.139, 0.152, 0.197, 0.122, 0.090, 0.168, 0.035, -0.555, 0.019, 0.081, 0.918]}

b.
{"formula": "C6H11NO3S", "method": "ωB97M-V/def2-TZVPD", "gap_ev": 9.1, "smiles": "CC=[S@@]1(=O)NC(=O)C(C)(C)O1", "homo_energy_ev": -8.84, "species": ["C", "C", "C", "C", "C", "C", "N", "O", "O", "O", "S", "H", "H", "H", "H", "H", "H", "H", "H", "H", "H", "H"], "coordinates": [[1.3538, -1.1692, -0.2026], [-2.5623, -0.7434, -0.7419], [1.5298, 0.3626, -0.1257], [2.6051, 0.9915, -1.0138], [1.8164, 0.6097, 1.4057], [-3.7361, -0.0270, -0.0655], [0.0092, -1.4637, -0.4411], [2.2345, -1.9558, 0.0110], [0.2344, 0.8605, -0.5191], [-1.1422, 0.0440, 1.2997], [-1.0203, -0.1603, -0.0899], [-2.6277, -0.8640, -1.7556], [2.8288, 1.9218, -0.4956], [1.9945, 1.1183, -1.9025], [3.4997, 0.3784, -1.1491], [2.6017, -0.0032, 1.8486], [0.9841, 0.3388, 2.0713], [2.3013, 1.6186, 1.6969], [-4.3577, 0.7709, -0.6532], [-4.5727, -0.6420, 0.2540], [-3.5689, 0.4140, 0.8633], [-0.4055, -2.4002, -0.2951]], "lowdin_charge": [-0.455, -0.211, -0.481, 0.020, -0.014, -0.187, -0.007, 0.115, -0.233, -0.302, 0.848, 0.017, 0.084, 0.092, 0.101, 0.081, 0.073, 0.114, 0.103, 0.064, 0.027, 0.152]}

What should be chosen as the most stable of them? Choose a.

a.
{"formula": "C2HI2N3", "method": "ωB97M-V/def2-TZVPD", "gap_ev": 7.4, "homo_energy_ev": -8.73, "species": ["C", "C", "N", "N", "N", "I", "I", "H"], "coordinates": [[-3.0554, -2.8513, 0.7597], [-1.5191, -1.1325, 0.0769], [-3.7178, -3.7409, 1.0222], [1.6789, 0.0524, 0.3136], [-2.3724, -1.8546, 0.4618], [0.6429, -1.0251, 1.6478], [2.2089, -0.8161, -1.5058], [1.2849, 0.9803, 0.0617]], "lowdin_charge": [-0.364, -0.108, 0.188, -1.105, -0.023, 0.854, 0.613, -0.056]}

b.
{"formula": "C2HI2N3", "method": "ωB97M-V/def2-TZVPD", "gap_ev": [7.1, 7.4], "homo_energy_ev": [-8.49, -8.89], "species": ["C", "C", "N", "N", "N", "I", "I", "H"], "coordinates": [[-0.1594, 1.7510, 0.4339], [-1.0843, -0.3877, 0.1071], [0.7062, 2.5112, 0.4532], [-1.0902, 0.7807, 0.5245], [0.7698, -0.8453, -1.0748], [-2.2429, -2.0186, 0.3759], [1.7539, -1.8359, 0.3344], [1.3469, 0.0446, -1.1542]], "lowdin_charge": [-0.321, -0.791, 0.168, 0.005, -0.589, 0.935, 0.653, -0.059]}

What should be chosen as the most stable of them? Choose a.

a.
{"formula": "C6H6S2", "method": "ωB97M-V/def2-TZVPD", "gap_ev": 7.8, "smiles": "C=C(C=S)C(=C)C=S", "homo_energy_ev": -8.80, "species": ["C", "C", "C", "C", "C", "C", "H", "H", "H", "H", "H", "H", "S", "S"], "coordinates": [[-1.3752, 1.1259, 0.7187], [-0.4986, 0.5831, -0.1059], [-0.2068, 1.1948, -1.4676], [0.2966, -0.6505, 0.2033], [-0.2593, -1.8881, 0.3515], [1.7595, -0.6198, 0.4114], [-1.9782, 1.9534, 0.4639], [-1.5523, 0.7891, 1.6982], [0.5687, 0.6202, -2.0207], [0.3898, -2.7235, 0.7212], [-1.2904, -2.2059, 0.2626], [2.2055, -1.4818, 0.6350], [-0.8206, 2.6644, -2.0524], [2.7610, 0.6386, 0.1808]], "lowdin_charge": [0.086, -0.359, -0.559, -0.340, 0.111, -0.610, 0.045, 0.067, 0.054, 0.086, 0.073, -0.010, 0.623, 0.733]}

b.
{"formula": "C6H6S2", "method": "ωB97M-V/def2-TZVPD", "gap_ev": 8.6, "smiles": "SC1=CC=CC=CS1", "homo_energy_ev": -8.43, "species": ["C", "C", "C", "C", "C", "C", "S", "S", "H", "H", "H", "H", "H", "H"], "coordinates": [[-1.7349, -0.2691, -0.2583], [-0.8435, -1.1577, -0.6255], [-1.4730, 0.9927, 0.4756], [0.5855, -1.2347, -0.3522], [-0.3589, 1.6831, 0.5586], [1.4282, -0.1526, -0.2070], [0.9842, 1.5069, -0.5656], [3.0604, -0.3646, 0.4509], [-2.7140, -0.6941, -0.4352], [-1.2719, -2.0051, -1.0496], [-2.1281, 1.4224, 1.1940], [0.8672, -2.1804, 0.1057], [-0.1860, 2.4215, 1.3412], [3.7848, 0.0318, -0.6326]], "lowdin_charge": [-0.082, -0.127, -0.152, -0.154, -0.420, -0.957, 0.863, 0.698, 0.103, 0.083, 0.091, 0.104, 0.073, -0.122]}

What should be chosen as the most stable of them? Choose b.